105
Properties=species:S:1:pos:R:3 method="wB97M-V/def2-TZVPD" orbital_gap_ha="0.2214 / 0.2189" spin_multiplicity=2 total_charge=-1 fmax_ev_per_a=2.77 homo_ev="-5.3 / -5.3"
Mo -0.5979 0.2831 0.0648
O -1.7016 6.0269 -3.6836
C -1.4245 4.9992 -3.1327
S -0.0828 4.8228 -1.9803
C -0.3504 3.1374 -1.6345
C -1.3724 2.5228 -2.2638
S -1.7082 0.8370 -1.9866
S -2.3217 3.4784 -3.3706
S 0.6236 2.2793 -0.5008
Se -4.0203 -4.6437 0.3158
Sb -2.1610 -3.4488 1.0783
Se -2.4756 -0.9254 1.1670
Se -0.6673 -2.0259 -1.2783
Se -0.7982 -4.5622 2.6741
C 2.3195 1.7211 4.6526
N 1.5864 0.4756 4.5583
C 0.6240 0.1810 3.6532
Se -0.1434 1.4513 2.5408
N 0.3050 -1.1114 3.8094
C 1.0749 -1.6792 4.8165
C 1.1416 -2.9630 5.3339
C 2.0370 -3.1732 6.3692
C 2.8358 -2.1394 6.8713
C 2.7749 -0.8603 6.3447
C 1.8841 -0.6579 5.3020
H 2.1402 2.2950 3.7466
H 3.3817 1.4942 4.7373
H 1.9946 2.2979 5.5190
H -0.3742 -1.6180 3.2515
H 0.5206 -3.7530 4.9363
H 2.1214 -4.1614 6.8001
H 3.5184 -2.3456 7.6849
H 3.3933 -0.0600 6.7277
C -7.1074 1.4347 2.5278
C -6.1148 0.9718 1.4687
C -5.6200 2.1150 0.5855
C -4.3746 1.7506 -0.2231
Ge -2.7309 1.6531 0.8759
C -2.2385 3.6730 0.9829
C -2.8144 4.3491 2.2349
C -2.4653 5.8353 2.3258
C -3.1636 6.6874 1.2716
H -7.4672 0.6030 3.1354
H -7.9750 1.9195 2.0727
H -6.6390 2.1599 3.1978
H -6.5766 0.2053 0.8395
H -5.2615 0.4951 1.9576
H -5.4193 2.9912 1.2106
H -6.4237 2.4093 -0.0990
H -4.1594 2.5423 -0.9467
H -4.5434 0.8414 -0.8048
H -3.2310 1.6058 2.3330
H -2.6631 4.1264 0.0837
H -1.1611 3.8416 0.9732
H -2.4209 3.8377 3.1190
H -3.9020 4.2353 2.2740
H -1.3805 5.9476 2.2266
H -2.7327 6.2039 3.3214
H -2.9055 6.3633 0.2626
H -2.8822 7.7386 1.3566
H -4.2491 6.6220 1.3779
C 2.1849 0.0867 -2.6120
Ge 1.2818 -1.6254 -2.6135
C 2.5520 -2.9719 -2.0002
C 3.8497 -2.6163 -1.6411
C 4.7658 -3.5775 -1.2317
C 4.3972 -4.9127 -1.1921
C 3.1031 -5.2818 -1.5386
C 2.1890 -4.3169 -1.9304
C 0.6899 -1.8496 -4.4784
C -0.6499 -1.8183 -4.7607
C -1.1281 -1.7754 -6.0938
C -0.2534 -1.7359 -7.1335
C 1.1455 -1.7815 -6.8960
C 2.0698 -1.7533 -7.9707
C 3.4119 -1.8356 -7.7449
C 3.8924 -1.9720 -6.4237
C 3.0234 -1.9884 -5.3717
C 1.6213 -1.8661 -5.5681
H 2.9719 0.0092 -3.3664
H 2.6239 0.3351 -1.6517
H 1.4969 0.8729 -2.9167
H 4.1498 -1.5742 -1.6596
H 5.7663 -3.2815 -0.9405
H 5.1131 -5.6653 -0.8866
H 2.8064 -6.3222 -1.4972
H 1.1704 -4.6125 -2.1603
H -1.3684 -1.8142 -3.9499
H -2.1955 -1.7585 -6.2736
H -0.6065 -1.6740 -8.1565
H 1.6854 -1.6709 -8.9807
H 4.1086 -1.8095 -8.5731
H 4.9553 -2.0743 -6.2454
H 3.4076 -2.1279 -4.3691
F 4.8323 -2.2570 2.4147
C 3.6923 -1.7521 1.8761
C 3.6772 -0.4389 1.4464
C 2.4958 0.0785 0.9299
C 1.3115 -0.6734 0.7982
C 1.4274 -2.0031 1.2043
C 2.5818 -2.5508 1.7600
H 4.5713 0.1675 1.5258
H 2.5233 1.1212 0.6307
H 0.6048 -2.6872 1.0770
H 2.5958 -3.5789 2.1002

213
Properties=species:S:1:pos:R:3 method="wB97M-V/def2-TZVPD" orbital_gap_ha=0.3264 spin_multiplicity=1 fmax_ev_per_a=1.87 homo_ev=-8.5
C -2.6526 -3.8721 1.7158
N -3.8067 -3.1904 2.3084
C -4.6393 -2.3933 1.4186
P -4.4233 -3.6980 3.7597
O -5.4889 -4.7050 3.6690
N -3.0821 -4.2541 4.5705
C -3.3409 -5.2337 5.6238
C -2.0507 -3.3130 4.9698
N -4.9223 -2.2926 4.4898
C -4.2145 -1.0331 4.3823
C -5.9784 -2.3203 5.4725
H -1.7807 -3.8426 2.3613
H -2.4188 -3.3590 0.7860
H -2.8766 -4.9209 1.4991
H -5.4589 -2.9656 0.9788
H -4.0315 -1.9827 0.6070
H -5.0144 -1.5144 1.9469
H -4.2708 -5.7656 5.4222
H -2.5029 -5.9232 5.7057
H -3.5404 -4.7431 6.5897
H -1.2336 -3.8773 5.4137
H -1.5944 -2.8255 4.1015
H -2.4284 -2.5546 5.6624
H -3.5825 -0.8600 5.2622
H -3.6723 -0.9792 3.4432
H -4.9433 -0.2118 4.4020
H -6.3627 -3.3379 5.5559
H -6.8321 -1.6882 5.2044
H -5.6229 -2.0213 6.4664
C 0.2639 3.0717 -0.1236
N -1.1958 2.9041 -0.2346
C -1.9433 3.3152 0.9509
P -1.9221 2.8267 -1.7392
O -1.1947 2.0744 -2.7779
N -3.4422 2.3165 -1.3275
C -4.5598 2.7698 -2.1744
C -3.5477 0.9253 -0.9043
N -2.1097 4.4004 -2.2109
C -2.5948 5.4447 -1.3163
C -1.7191 4.7982 -3.5711
H 0.4426 4.1064 -0.4332
H 0.7703 2.4122 -0.8261
H 0.6060 2.8427 0.8808
H -1.3003 3.4626 1.8152
H -2.6454 2.5385 1.2836
H -2.5758 4.1752 0.7701
H -4.7694 3.8140 -1.9479
H -4.3241 2.6508 -3.2353
H -5.4580 2.2009 -1.9447
H -3.5174 0.2316 -1.7565
H -2.7656 0.6666 -0.1943
H -4.5242 0.7475 -0.4440
H -3.0225 6.2704 -1.8848
H -3.3716 5.0734 -0.6532
H -1.7456 5.8253 -0.7409
H -0.7036 4.4435 -3.7462
H -1.7242 5.8810 -3.6840
H -2.3902 4.3916 -4.3327
C 0.8028 -1.3416 6.4203
N 1.2389 -0.2694 7.3165
C 0.5023 -0.0876 8.5453
P 2.4387 0.8025 6.8986
O 1.9592 2.1013 6.3842
N 3.3391 0.9787 8.2848
C 3.4491 2.3058 8.8798
C 3.6411 -0.1384 9.1388
N 3.3393 -0.0077 5.7886
C 3.0712 0.2838 4.3809
C 4.3081 -1.0364 6.0922
H -0.2079 -1.6351 6.6975
H 1.4886 -2.1879 6.5143
H 0.8274 -1.0078 5.3813
H 0.8556 0.7981 9.0737
H 0.6578 -0.9291 9.2306
H -0.5628 0.0451 8.3386
H 2.5542 2.5415 9.4703
H 4.3319 2.3716 9.5146
H 3.5172 3.0534 8.0945
H 4.6519 -0.0984 9.5470
H 2.9543 -0.1608 10.0025
H 3.4577 -1.0764 8.6223
H 2.1046 0.7674 4.2722
H 3.8241 0.9672 3.9668
H 3.1561 -0.6375 3.7987
H 4.8357 -1.3416 5.1923
H 3.8116 -1.9369 6.4859
H 5.0033 -0.6974 6.8600
C 1.0425 0.7316 -5.9775
N 2.3423 0.5848 -6.6190
C 3.4182 1.3546 -6.0327
P 2.3501 0.1947 -8.2481
O 1.3462 -0.7740 -8.6956
N 2.3143 1.5906 -9.1448
C 3.2739 2.6654 -9.0328
C 1.0890 1.8859 -9.8923
N 3.9054 -0.3426 -8.4349
C 4.4622 -1.2848 -7.4753
C 4.5898 -0.2811 -9.7129
H 0.4431 1.5339 -6.4241
H 1.1795 0.9791 -4.9216
H 0.4560 -0.1867 -5.9748
H 3.2141 2.4360 -6.0465
H 4.3325 1.1403 -6.5750
H 3.5363 1.1372 -4.9657
H 4.0685 2.3932 -8.3484
H 3.7061 2.8697 -10.0220
H 2.8099 3.6078 -8.7248
H 0.1997 1.7316 -9.2776
H 1.0924 2.9087 -10.2630
H 0.9744 1.2193 -10.7509
H 3.9036 -1.1771 -6.5526
H 4.3824 -2.3236 -7.8294
H 5.5397 -1.1227 -7.3629
H 4.3348 0.6410 -10.2290
H 4.3180 -1.1366 -10.3427
H 5.6665 -0.3138 -9.5334
C -1.1902 1.6356 5.7017
O -2.3321 2.4541 5.5566
C -2.9799 2.3579 4.3180
C -4.3696 2.9320 4.3778
C -5.0483 2.8706 3.0230
N -4.3264 4.3249 4.8793
H -1.5191 0.6225 5.9738
H -0.6407 2.0230 6.5563
H -0.5226 1.6384 4.8373
H -2.4075 2.9024 3.5533
H -3.0579 1.3205 3.9571
H -4.9639 2.3184 5.0682
H -6.1116 3.1287 3.0986
H -5.0528 1.8384 2.6534
H -4.7093 3.5611 2.2499
H -3.4693 4.4441 5.4079
H -5.0883 4.4628 5.5303
C -0.8425 -0.3582 2.2454
O 0.2564 -1.0805 1.7379
C 1.0064 -0.4380 0.7385
C 0.3088 -0.3786 -0.5933
C -0.0601 -1.7690 -1.1089
N 1.2193 0.2006 -1.6214
H -1.6659 -0.2580 1.5290
H -0.5253 0.6543 2.5384
H -1.1830 -0.8709 3.1442
H 1.3347 0.5669 1.0457
H 1.9395 -1.0030 0.6338
H -0.6218 0.1843 -0.5068
H -0.8186 -2.2459 -0.4709
H 0.7418 -2.5131 -1.0741
H -0.4905 -1.7268 -2.1095
H 1.6720 -0.6210 -2.0188
H 0.6665 0.5615 -2.3978
C 2.3576 -2.8017 -4.3681
O 2.4092 -3.2940 -3.0457
C 3.4354 -4.2495 -2.8207
C 3.6395 -4.3643 -1.3148
C 4.1002 -3.0145 -0.7558
N 4.6027 -5.4429 -1.1023
H 1.6332 -1.9881 -4.2685
H 1.9745 -3.5401 -5.0758
H 3.2934 -2.3496 -4.7101
H 3.1639 -5.2120 -3.2619
H 4.3685 -3.8644 -3.2628
H 2.6565 -4.6426 -0.9231
H 4.8444 -2.5831 -1.4324
H 4.6048 -3.1267 0.2088
H 3.2868 -2.3046 -0.6077
H 4.7153 -5.6490 -0.1179
H 5.5044 -5.1330 -1.4505
C 2.3271 3.6520 -3.0449
O 2.3206 4.9856 -3.4418
C 3.0618 5.8831 -2.6516
C 2.3539 6.3401 -1.3711
C 0.8896 6.5916 -1.6545
N 2.9912 7.5421 -0.8296
H 3.2781 3.1460 -3.2837
H 1.5278 3.0425 -3.4693
H 2.2329 3.4765 -1.9646
H 4.0659 5.4916 -2.4305
H 3.1976 6.7627 -3.2888
H 2.4024 5.5446 -0.6209
H 0.3479 5.6677 -1.8492
H 0.7268 7.2855 -2.4834
H 0.4188 7.0254 -0.7669
H 2.8942 8.2821 -1.5225
H 3.9969 7.4151 -0.7547
C -3.0255 -0.2322 -4.9134
O -2.9881 -1.3748 -5.7093
C -1.9642 -2.2654 -5.3500
C -2.0821 -3.5222 -6.1780
C -3.4127 -4.2215 -5.9650
N -0.9954 -4.4086 -5.7134
H -3.8611 0.4083 -5.2047
H -2.1332 0.4054 -4.9233
H -3.2490 -0.5151 -3.8711
H -0.9613 -1.8378 -5.4752
H -2.1181 -2.5705 -4.3016
H -2.0050 -3.2229 -7.2326
H -3.3372 -5.2725 -6.2664
H -4.2002 -3.8161 -6.5968
H -3.6755 -4.2222 -4.9062
H -0.1051 -4.0059 -5.9877
H -1.0614 -5.2749 -6.2389
O 0.7065 -6.2718 4.9507
C 1.0697 -5.4321 4.1844
C 1.1113 -5.5388 2.6590
C 1.4425 -4.1262 2.1976
C 1.7924 -3.3705 3.4857
O 1.4324 -4.1888 4.5858
H 1.8353 -6.3185 2.4253
H 0.1292 -5.8894 2.3446
H 2.3071 -4.1086 1.5328
H 0.6232 -3.6263 1.6870
H 2.8363 -3.0486 3.5000
H 1.2255 -2.4375 3.4958